Here is a cluster of 2 separate species, C3H10N2 in total at a distorted geometry from the OMol25 dataset. Energies are from ωB97M-V with the def2-TZVPD basis set.

Geometry as XYZ:
```
15
Properties=species:S:1:pos:R:3:lowdin_spin:R:1
C 2.8257 -5.2318 0.4358 0.000
N 3.4154 -4.7012 1.4215 0.000
H 1.7410 -5.3240 0.5816 0.000
H 3.1483 -6.1105 -0.1330 0.000
H 4.4321 -4.7607 1.4538 0.000
C -1.0234 3.5429 -0.9843 0.086
N -1.2007 2.7646 0.2158 0.701
C -2.2784 1.7877 0.1306 0.077
H -0.6340 2.8103 -1.7252 0.050
H -0.3785 4.4062 -0.8807 0.009
H -1.9987 3.9009 -1.3286 0.004
H -0.3369 2.2991 0.5151 0.015
H -2.0403 1.0265 -0.6346 0.045
H -2.5105 1.2200 1.0455 0.008
H -3.1612 2.3700 -0.1134 0.005
```

Gap between HOMO and LUMO (spin up / spin down), Ha: 0.296 / 0.110
Spin multiplicity: 2
ΔE to the lowest compared entry with this formula, charge and spin, eV: 2.094
Net charge: +1
E_HOMO (spin up / spin down), eV: -11.6 / -11.6